Model A:
Computed, not measured: 2 unconnected molecules or ions with the total composition C2H2BrN3, with wB97M-V/def2-TZVPD.

Atoms and positions in Å:
N1 -0.753 -3.015 0.144
C1 -1.071 -1.946 0.035
N2 -1.406 -0.691 -0.145
C2 -1.251 0.365 0.432
N3 -1.126 1.434 0.916
H1 -1.465 2.386 1.174
Br1 1.930 -0.656 -0.094
H2 0.868 -1.698 -0.101

Calculated values
Lowest unoccupied orbital energy (hartree): 0.01483
SMILES: N#CN=C=N.Br
Gap between HOMO and LUMO (Ha): 0.403

Here are the natural (NBO) charges for atoms 1 to 5, given in e: -0.358, 0.423, -0.602, 0.763, -0.666


Model B:
Computed, not measured: 2 unconnected molecules or ions with the total composition C2H2BrN3, with wB97M-V/def2-TZVPD.

Atoms and positions in Å:
N1 -1.323 2.380 2.276
C1 -0.908 1.721 1.428
N2 -0.323 0.971 0.496
C2 -0.314 0.544 -0.655
N3 -0.096 0.153 -1.765
H1 0.185 -0.665 -2.102
Br1 0.895 -2.894 -0.311
H2 1.884 -2.209 0.634

Calculated values
Lowest unoccupied orbital energy (hartree): -0.00079
SMILES: N#CN=C=N.Br
Gap between HOMO and LUMO (Ha): 0.382

Here are the natural (NBO) charges for atoms 1 to 5, given in e: -0.347, 0.427, -0.588, 0.756, -0.665


We find model A to be the most stable, with the next structure 8.7 kJ/mol higher.


Model A:
Computed, not measured: a single C5H10N3P molecule, with wB97M-V/def2-TZVPD.

Atoms and positions in Å:
C1 -1.662 -0.334 2.360
P1 -0.213 -1.371 1.797
C2 0.312 -0.197 0.596
N1 0.474 1.066 0.615
C3 0.960 1.538 -0.571
C4 0.860 2.988 -0.923
N2 1.084 0.597 -1.505
N3 0.755 -0.585 -1.083
C5 1.025 -1.818 -1.748
H1 -2.212 -0.880 3.208
H2 -2.373 0.182 1.802
H3 -1.225 0.558 2.914
H4 -0.743 -2.353 0.807
H5 -0.173 3.370 -0.486
H6 1.709 3.589 -0.551
H7 0.950 3.088 -2.045
H8 2.037 -2.238 -1.379
H9 0.211 -2.600 -1.317
H10 1.022 -1.780 -2.832

Calculated values
Lowest unoccupied orbital energy (spin up / spin down) (hartree): 0.03182 / 0.03183
SMILES: CPc1nc(C)nn1C
Gap between HOMO and LUMO (spin up / spin down) (Ha): 0.323 / 0.323

Here are the natural (NBO) charges for atoms 1 to 5, given in e: -0.929, 0.604, 0.042, -0.467, 0.233


Model B:
Computed, not measured: a single C5H10N3P molecule, with wB97M-V/def2-TZVPD.

Atoms and positions in Å:
C1 -1.928 -0.619 1.017
C2 -1.039 0.354 0.349
C3 -1.560 0.253 -1.061
N1 0.307 -0.273 0.415
N2 0.560 -1.481 0.915
N3 1.836 -1.752 0.875
C4 2.470 -0.734 0.296
C5 1.543 0.265 0.010
P1 1.888 1.962 -0.647
H1 -2.931 -0.441 0.539
H2 -1.949 -0.501 2.058
H3 -1.466 -1.614 0.730
H4 -0.923 1.418 0.832
H5 -1.600 -0.765 -1.319
H6 -0.931 0.729 -1.720
H7 -2.619 0.547 -0.964
H8 3.470 -0.668 0.233
H9 1.651 1.653 -1.945
H10 3.218 1.666 -0.615

Calculated values
Lowest unoccupied orbital energy (hartree): 0.03135
SMILES: CC(C)n1nncc1P
Gap between HOMO and LUMO (Ha): 0.371

Here are the natural (NBO) charges for atoms 1 to 5, given in e: -0.624, -0.038, -0.599, -0.179, -0.081


We find model B to be the most stable, with the next structure 34.3 kJ/mol higher.


Model A:
Computed, not measured: a molecular structure, C5H6N2O3, with wB97M-V/def2-TZVPD.

Atoms and positions in Å:
O1 -1.315 1.288 0.854
C1 -1.408 -0.446 1.254
O2 -1.282 -0.545 2.454
C2 0.609 1.574 0.127
C3 1.031 0.282 -0.269
C4 1.701 -0.127 -1.449
C5 1.345 -1.452 -1.613
N1 0.439 -1.826 -0.657
N2 0.342 -0.855 0.209
H1 0.504 2.297 -0.685
H2 0.973 1.844 1.125
H3 2.226 0.519 -2.145
H4 1.555 -2.122 -2.444
O3 -2.311 -1.115 0.558
H5 -1.221 1.635 1.750
H6 -3.187 -0.952 0.931

Calculated values
Lowest unoccupied orbital energy (hartree): -0.03943
Gap between HOMO and LUMO (Ha): 0.290

Here are the natural (NBO) charges for atoms 1 to 5, given in e: -0.766, 1.031, -0.618, 0.031, -0.079


Model B:
Computed, not measured: 2 unconnected molecules or ions with the total composition C5H6N2O3, with wB97M-V/def2-TZVPD.

Atoms and positions in Å:
N1 0.515 -5.130 2.398
C1 0.737 -4.050 2.058
C2 1.042 -2.669 1.681
C3 0.328 -2.210 0.449
N2 -0.375 -2.885 -0.357
C4 -0.670 -2.028 -1.491
C5 0.105 -0.754 -1.239
O1 0.437 0.152 -1.941
O2 0.564 -0.900 0.127
H1 2.127 -2.568 1.525
H2 0.787 -1.998 2.517
H3 -1.743 -1.805 -1.566
H4 -0.344 -2.492 -2.433
O3 -1.939 1.068 -0.438
H5 -1.368 0.772 0.345
H6 -1.600 1.933 -0.688

Calculated values
Lowest unoccupied orbital energy (hartree): 0.01202
SMILES: N#CCC1=NCC(=O)O1.O
Gap between HOMO and LUMO (Ha): 0.413

Here are the natural (NBO) charges for atoms 1 to 5, given in e: -0.283, 0.286, -0.568, 0.546, -0.428


We find model B to be the most stable, with the next structure 438.5 kJ/mol higher.


Model A:
Computed, not measured: 8 unconnected molecules or ions with the total composition C4H21NO10, with wB97M-V/def2-TZVPD.

Atoms and positions in Å:
C1 -0.773 0.993 2.047
C2 -0.871 -0.322 2.743
O1 -1.903 -0.930 2.863
N1 0.367 -0.912 3.117
C3 1.488 -1.079 2.178
C4 1.196 -1.872 0.970
O2 0.190 -1.715 0.279
O3 2.108 -2.676 0.433
H1 0.292 1.413 2.059
H2 -0.747 0.612 0.993
H3 -1.385 1.826 2.383
H4 0.251 -1.724 3.709
H5 1.777 -0.046 1.844
H6 2.341 -1.567 2.690
H7 1.888 -3.001 -0.447
O4 1.685 1.290 0.172
H8 0.992 1.738 -0.348
H9 1.407 1.552 1.051
O5 -0.578 2.531 -1.755
H10 -1.537 2.649 -1.687
H11 -0.371 3.184 -2.435
O6 3.041 -0.011 -1.653
H12 2.866 0.753 -1.074
H13 2.909 -0.789 -1.109
O7 -1.453 0.330 -2.710
H14 -1.199 -0.596 -2.702
H15 -0.647 0.739 -3.015
O8 -3.315 1.828 -0.750
H16 -2.919 1.516 0.081
H17 -2.955 1.078 -1.260
O9 0.602 -0.963 -3.114
H18 1.195 -1.716 -3.113
H19 0.956 -0.130 -2.800
O10 -2.399 -1.010 -0.074
H20 -2.976 -1.533 0.490
H21 -1.524 -1.440 -0.055

Calculated values
Lowest unoccupied orbital energy (hartree): 0.00024
SMILES: CC(=O)NCC(=O)O.O.O.O.O.O.O.O
Gap between HOMO and LUMO (Ha): 0.374

Here are the natural (NBO) charges for atoms 1 to 5, given in e: -0.721, 0.702, -0.560, -0.648, -0.337


Model B:
Computed, not measured: 8 unconnected molecules or ions with the total composition C4H21NO10, with wB97M-V/def2-TZVPD.

Atoms and positions in Å:
O1 -1.642 -0.581 4.037
C1 -1.378 0.124 3.094
N1 -0.552 -0.198 2.035
C2 0.255 -1.413 2.284
C3 -0.670 -2.603 1.607
O2 -0.469 -2.927 0.462
C4 1.579 -1.394 1.585
O3 1.614 -0.609 0.402
H1 -1.742 1.163 3.077
H2 -0.804 -0.158 1.060
H3 0.328 -1.644 3.352
H4 -1.594 -2.986 1.979
H5 1.816 -2.404 1.215
H6 2.312 -0.929 2.290
H7 1.015 0.123 0.583
O4 -1.216 -0.097 -0.810
H8 -1.055 -1.050 -0.931
H9 -1.717 0.085 -1.634
O5 -0.591 0.145 -3.989
H10 -0.009 -0.611 -4.198
H11 -1.295 0.267 -4.632
O6 3.286 -0.808 -1.715
H12 2.943 -0.769 -0.805
H13 3.384 -1.739 -1.922
O7 -0.589 3.173 -3.106
H14 -0.203 3.605 -2.343
H15 -0.291 2.276 -3.189
O8 1.762 2.215 1.997
H16 0.890 2.407 1.628
H17 2.290 1.737 1.354
O9 -3.950 0.676 -0.286
H18 -3.080 0.251 -0.354
H19 -3.973 0.972 -1.210
O10 1.087 1.625 -0.796
H20 0.409 0.967 -1.031
H21 1.850 1.109 -1.089

Calculated values
Lowest unoccupied orbital energy (hartree): -0.00871
SMILES: O=CN[C@@H](C=O)CO.O.O.O.O.O.O.O
Gap between HOMO and LUMO (Ha): 0.355

Here are the natural (NBO) charges for atoms 1 to 5, given in e: -0.567, 0.550, -0.679, -0.166, 0.420


We find model A to be the most stable, with the next structure 83.1 kJ/mol higher.